{
  "formula": "C51H136O51S17",
  "method": "wB97M-V/def2-TZVPD",
  "homo_lumo_gap_ev": 10.56,
  "total_energy_ha": -12630.9749,
  "charge": 0,
  "multiplicity": 1,
  "lumo_ev": 0.04,
  "symbols": ["O", "S", "O", "O", "C", "C", "C", "H", "H", "H", "H", "H", "H", "H", "H", "O", "S", "O", "O", "C", "C", "C", "H", "H", "H", "H", "H", "H", "H", "H", "O", "S", "O", "O", "C", "C", "C", "H", "H", "H", "H", "H", "H", "H", "H", "O", "S", "O", "O", "C", "C", "C", "H", "H", "H", "H", "H", "H", "H", "H", "O", "S", "O", "O", "C", "C", "C", "H", "H", "H", "H", "H", "H", "H", "H", "O", "S", "O", "O", "C", "C", "C", "H", "H", "H", "H", "H", "H", "H", "H", "O", "S", "O", "O", "C", "C", "C", "H", "H", "H", "H", "H", "H", "H", "H", "O", "S", "O", "O", "C", "C", "C", "H", "H", "H", "H", "H", "H", "H", "H", "O", "S", "O", "O", "C", "C", "C", "H", "H", "H", "H", "H", "H", "H", "H", "O", "S", "O", "O", "C", "C", "C", "H", "H", "H", "H", "H", "H", "H", "H", "O", "S", "O", "O", "C", "C", "C", "H", "H", "H", "H", "H", "H", "H", "H", "O", "S", "O", "O", "C", "C", "C", "H", "H", "H", "H", "H", "H", "H", "H", "O", "S", "O", "O", "C", "C", "C", "H", "H", "H", "H", "H", "H", "H", "H", "O", "S", "O", "O", "C", "C", "C", "H", "H", "H", "H", "H", "H", "H", "H", "O", "S", "O", "O", "C", "C", "C", "H", "H", "H", "H", "H", "H", "H", "H", "O", "S", "O", "O", "C", "C", "C", "H", "H", "H", "H", "H", "H", "H", "H", "O", "S", "O", "O", "C", "C", "C", "H", "H", "H", "H", "H", "H", "H", "H"],
  "xyz": [[-5.0825, -3.9713, 0.7271], [-5.2096, -3.3785, -0.5526], [-5.6054, -1.9682, -0.5043], [-3.8632, -3.4145, -1.3227], [-2.9892, -4.6720, -1.2842], [-1.8774, -4.5086, -2.2590], [-6.3904, -4.2595, -1.6026], [-3.5924, -5.4793, -1.6431], [-2.6527, -4.8361, -0.2607], [-1.2615, -5.3958, -2.3544], [-1.2782, -3.6170, -2.0342], [-2.3793, -4.3381, -3.2111], [-7.3614, -3.9539, -1.2067], [-6.2886, -5.3212, -1.6602], [-6.2808, -3.7477, -2.5516], [4.1921, -0.4102, -1.9273], [5.2455, -0.6087, -2.8650], [5.0366, -0.4806, -4.2629], [6.5158, 0.3845, -2.6596], [6.8403, 0.7652, -1.2285], [7.9252, 1.7460, -1.2730], [6.0769, -2.2005, -2.6088], [7.1289, -0.1162, -0.6442], [5.8444, 1.0384, -0.7946], [8.2961, 2.0205, -0.3283], [7.7800, 2.6418, -1.8475], [8.6407, 1.1174, -1.8239], [5.4477, -3.1071, -2.6734], [6.4694, -2.2483, -1.5953], [6.8545, -2.2899, -3.3805], [0.9886, 3.0048, 4.8576], [1.7291, 3.8941, 4.0610], [3.0928, 4.2319, 4.4228], [1.7157, 3.1969, 2.6122], [2.6796, 3.7343, 1.6189], [3.5403, 2.5833, 1.1685], [0.6113, 5.3234, 3.8094], [3.3728, 4.4772, 1.9988], [2.1330, 4.1749, 0.8348], [4.0470, 2.3642, 2.0884], [4.2506, 2.9967, 0.4858], [3.0277, 1.7281, 0.7303], [1.0565, 5.9534, 3.0580], [0.4153, 5.7959, 4.7625], [-0.2818, 4.8834, 3.4973], [6.5079, -0.6737, 5.4481], [6.0270, 0.7026, 5.7187], [6.0288, 1.0608, 7.1077], [6.8676, 1.7136, 4.8186], [8.3425, 1.7604, 5.0733], [8.6523, 3.0442, 5.7449], [4.4771, 0.9558, 5.0239], [8.7786, 1.6908, 4.0655], [8.6251, 0.7992, 5.5635], [9.7133, 3.0375, 6.0769], [8.1065, 2.9811, 6.6907], [8.5812, 3.9051, 5.1109], [4.2394, 2.0316, 5.1409], [3.7709, 0.3502, 5.5958], [4.5050, 0.5845, 4.0021], [1.3791, 3.4194, -1.1932], [0.0127, 3.8113, -1.4348], [-0.6199, 3.2128, -2.5201], [-0.8691, 3.6174, -0.1139], [-1.7793, 2.4390, 0.0477], [-2.4400, 2.5122, 1.4162], [-0.1934, 5.5364, -1.4905], [-1.1536, 1.5748, -0.0250], [-2.6012, 2.4027, -0.6381], [-2.8380, 3.5166, 1.5903], [-1.6546, 2.1848, 2.1000], [-3.2619, 1.7638, 1.3603], [0.3282, 5.9537, -0.6623], [-1.2300, 5.7794, -1.5128], [0.3364, 5.8886, -2.4123], [-5.0561, 0.6138, 0.5371], [-5.7947, 1.5335, -0.2640], [-6.2465, 2.7718, 0.3412], [-4.7770, 1.9876, -1.4880], [-5.1589, 3.1479, -2.1537], [-4.2833, 4.3271, -1.8382], [-7.0998, 0.5846, -0.9810], [-6.1458, 3.4993, -1.7734], [-5.2477, 2.9909, -3.2603], [-3.3134, 4.2616, -2.3463], [-4.0151, 4.4376, -0.7722], [-4.8274, 5.2175, -2.1772], [-7.7930, 1.3041, -1.3934], [-7.5563, -0.0040, -0.2185], [-6.6694, -0.0654, -1.7232], [-7.2690, -1.0000, -3.9754], [-6.4911, -0.1674, -4.8279], [-6.7217, 1.2461, -4.6890], [-4.9606, -0.5635, -4.8694], [-4.0796, -0.4906, -3.6439], [-2.8736, -1.2976, -3.9427], [-6.7395, -0.5594, -6.5449], [-4.6556, -0.8727, -2.7795], [-3.8680, 0.5944, -3.6123], [-2.3680, -0.8905, -4.8237], [-3.1517, -2.3429, -4.1912], [-2.1986, -1.2077, -3.0901], [-7.7777, -0.4127, -6.6436], [-6.3841, -1.5405, -6.7878], [-6.2901, 0.2292, -7.1502], [0.4304, -2.3313, -0.7999], [0.1808, -0.9136, -0.8878], [-0.2740, -0.3154, -2.1068], [-0.9107, -0.5544, 0.2527], [-2.1725, -1.3359, 0.2520], [-2.7135, -1.2830, 1.6841], [1.5846, -0.0747, -0.3245], [-1.9316, -2.3713, -0.0708], [-2.7885, -0.8133, -0.4440], [-3.0438, -0.3010, 2.0115], [-1.9442, -1.7359, 2.3236], [-3.5077, -2.0485, 1.7118], [2.3558, -0.2255, -1.0831], [1.9192, -0.4108, 0.6538], [1.3700, 0.9868, -0.2441], [-5.1290, -0.1951, 4.5351], [-5.4054, -1.5365, 4.1984], [-4.2668, -2.4356, 4.2949], [-6.4562, -2.1792, 5.1734], [-5.9783, -2.8387, 6.3782], [-5.4715, -1.9174, 7.4763], [-6.2397, -1.6308, 2.7349], [-5.2367, -3.6173, 6.1378], [-6.9144, -3.2895, 6.7445], [-4.7093, -2.3058, 8.1639], [-6.2979, -1.5792, 8.0919], [-5.0588, -1.0249, 7.0208], [-7.2502, -1.4017, 2.9512], [-6.0569, -2.5812, 2.2737], [-5.8848, -0.8621, 2.0449], [3.9687, -0.7065, 1.8569], [5.0193, -1.6297, 1.8484], [5.4046, -2.2553, 0.6286], [6.2509, -0.6958, 2.2755], [7.5734, -1.2640, 2.4947], [8.5563, -0.5254, 1.5329], [4.9049, -2.8285, 3.1050], [7.5947, -2.3388, 2.2495], [7.9004, -1.1113, 3.4665], [9.5919, -0.7109, 1.8792], [8.2939, 0.5181, 1.6366], [8.5333, -0.9586, 0.5277], [3.8581, -3.1774, 3.0324], [4.9729, -2.3789, 4.0728], [5.5784, -3.6648, 2.9580], [-4.0177, 5.1944, 5.8402], [-3.7830, 4.2016, 4.8244], [-3.0193, 4.5427, 3.6473], [-3.1565, 2.9217, 5.5802], [-2.6341, 1.8590, 4.6487], [-1.9775, 0.8320, 5.4926], [-5.4483, 3.6270, 4.2952], [-2.0817, 2.3859, 3.8805], [-3.4552, 1.4886, 4.1056], [-1.8548, -0.0425, 4.8610], [-2.7298, 0.5501, 6.2427], [-1.0429, 1.2846, 5.8753], [-5.3567, 2.6860, 3.7024], [-5.8479, 4.3722, 3.5946], [-5.9998, 3.5087, 5.2077], [2.2896, -1.3306, 4.8471], [1.2172, -1.3059, 3.8887], [1.3816, -1.9694, 2.6409], [-0.0531, -2.0011, 4.5314], [-0.1749, -2.0584, 5.9750], [-1.4965, -2.6264, 6.3363], [0.6443, 0.3738, 3.5357], [-0.1731, -0.9894, 6.2423], [0.6828, -2.6199, 6.4235], [-1.5926, -3.6577, 5.9875], [-2.2853, -2.0983, 5.8270], [-1.6080, -2.7125, 7.4188], [1.3084, 0.8884, 2.8601], [0.4723, 0.9030, 4.4768], [-0.2942, 0.2981, 3.0228], [3.8405, -4.8811, 0.4512], [3.7992, -5.2395, -0.9285], [4.9784, -5.3030, -1.7072], [3.3828, -6.7570, -0.9287], [2.1533, -7.2089, -0.2420], [1.6212, -8.4568, -0.7872], [2.4147, -4.3986, -1.8183], [1.3424, -6.4801, -0.3868], [2.3007, -7.1836, 0.8368], [1.5727, -8.3208, -1.8799], [0.6793, -8.6266, -0.3106], [2.2793, -9.3209, -0.6110], [1.5512, -4.3216, -1.1462], [2.2382, -4.8956, -2.7779], [2.7815, -3.4186, -2.0527], [1.7511, 1.0990, -6.9321], [0.5530, 0.6216, -6.3250], [-0.6582, 0.5082, -7.0727], [0.8331, -0.8180, -5.6377], [2.1714, -1.1294, -5.0667], [2.3713, -2.5858, -5.3431], [0.2924, 1.6287, -4.7814], [2.1985, -0.8554, -4.0090], [2.9221, -0.5662, -5.6274], [2.3202, -2.5923, -6.4125], [1.6008, -3.2069, -4.9162], [3.3742, -2.9126, -5.0507], [-0.5518, 1.3218, -4.1941], [0.1736, 2.6926, -4.9654], [1.1706, 1.4126, -4.1943], [-0.6710, -6.7649, 2.7778], [-0.8492, -5.7746, 1.7680], [-0.9894, -6.1307, 0.3859], [-2.1746, -4.8973, 2.0806], [-2.3513, -4.5826, 3.5721], [-3.4576, -5.4525, 4.0911], [0.4807, -4.6223, 1.8693], [-2.5769, -3.5219, 3.5607], [-1.4061, -4.7914, 4.0998], [-3.6353, -5.2188, 5.1452], [-3.2061, -6.5030, 4.0162], [-4.3927, -5.2961, 3.5284], [0.4171, -4.0583, 2.8351], [0.5168, -3.9014, 1.0281], [1.3860, -5.1950, 1.8465], [1.8120, 4.9306, -6.7500], [2.2506, 5.3698, -5.4850], [1.2953, 5.3814, -4.4216], [3.6480, 4.7443, -5.0799], [3.6883, 3.3159, -4.5724], [5.0304, 3.1117, -3.9504], [2.9059, 6.9725, -5.6662], [3.3465, 2.5982, -5.3273], [2.9495, 3.2882, -3.7705], [5.9140, 3.1834, -4.5434], [5.2388, 2.2161, -3.4006], [5.1387, 3.9016, -3.1702], [3.8082, 6.8167, -6.2520], [3.0030, 7.4046, -4.6897], [2.2033, 7.4643, -6.3113], [-2.7419, 5.1770, -9.5065], [-1.9560, 4.8756, -8.3707], [-1.3971, 5.9599, -7.5864], [-2.8188, 3.8957, -7.4575], [-2.3628, 3.7181, -6.1085], [-3.2219, 2.7081, -5.3936], [-0.6303, 3.7374, -8.9181], [-2.4414, 4.7504, -5.7576], [-1.2985, 3.4359, -6.0366], [-2.8420, 2.4732, -4.3802], [-3.0902, 1.7429, -5.9574], [-4.2753, 2.9810, -5.3579], [-0.1869, 4.1496, -9.8037], [-1.1179, 2.7947, -9.1349], [0.1025, 3.5295, -8.1365]]
}

{
  "formula": "C5H12N2O",
  "method": "wB97M-V/def2-TZVPD",
  "homo_lumo_gap_ev": 9.96,
  "total_energy_ha": -382.4126,
  "charge": 0,
  "smiles": "CC(=O)NN.C=CC",
  "multiplicity": 1,
  "lumo_ev": 0.80,
  "symbols": ["C", "C", "O", "N", "N", "H", "H", "H", "H", "H", "H", "C", "C", "C", "H", "H", "H", "H", "H", "H"],
  "xyz": [[-0.4778, -1.3755, 1.4687], [-0.7517, -1.4454, -0.0117], [-0.0014, -2.0577, -0.7755], [-1.8788, -0.8353, -0.5132], [-2.7851, -0.0976, 0.2595], [0.5371, -0.9988, 1.6232], [-1.1643, -0.7212, 2.0079], [-0.5571, -2.3823, 1.8880], [-1.9790, -0.8977, -1.5252], [-3.4670, -0.7442, 0.6651], [-3.3194, 0.5244, -0.3518], [1.3087, 1.8762, 0.6095], [1.2283, 1.3474, -0.6173], [2.3726, 0.6911, -1.3168], [0.4362, 2.3189, 1.0800], [2.2405, 1.8811, 1.1660], [0.2753, 1.3619, -1.1406], [1.9973, -0.0307, -2.0494], [2.9696, 1.4370, -1.8495], [3.0156, 0.1482, -0.6169]]
}

{
  "formula": "C4H8NO2",
  "method": "wB97M-V/def2-TZVPD",
  "homo_lumo_gap_ev": [9.76, 5.38],
  "total_energy_ha": -362.3237,
  "charge": 0,
  "multiplicity": 2,
  "lumo_ev": [0.76, -3.37],
  "symbols": ["C", "N", "C", "C", "C", "O", "O", "H", "H", "H", "H", "H", "H", "H", "H"],
  "xyz": [[1.4810, -1.6571, -0.5100], [1.4831, -0.3094, -0.0683], [-0.0502, -0.0311, 1.7686], [0.4083, 0.5828, 0.3753], [-0.9446, 0.6220, -0.4397], [-1.9602, 1.1162, 0.1044], [-0.8841, 0.1454, -1.6249], [0.8161, -2.3607, 0.0581], [1.1318, -1.4914, -1.4971], [2.4694, -2.0911, -0.6234], [2.3047, -0.1991, 0.6297], [-0.6882, -0.8480, 1.5614], [-0.6208, 0.7360, 2.2932], [0.8600, -0.3582, 2.4773], [0.7328, 1.5860, 0.5771]]
}